w | This record from the OMol25 dataset describes a 2-piece molecular cluster, C3H9S overall. The level of theory is ωB97M-V/def2-TZVPD.

Computed properties:
**HOMO-LUMO gap**: 6.49 eV
**Total charge**: -1
**E_HOMO**: -2.5 eV

Structure (XYZ):
```
13
Properties=species:S:1:pos:R:3:lowdin_charge:R:1
S 1.970 0.234 -2.884 -0.372
H 2.983 -0.608 -2.521 -0.485
C -1.389 -0.910 0.350 -0.137
C -0.014 -0.294 0.591 -0.325
C 0.094 1.231 0.591 -0.144
H -2.038 -1.007 1.226 0.055
H -1.235 -1.953 0.060 0.059
H -1.944 -0.432 -0.456 0.065
H 0.677 -0.709 -0.139 0.059
H 0.331 -0.568 1.593 0.087
H 0.774 1.547 -0.212 0.030
H -0.845 1.747 0.399 0.056
H 0.637 1.722 1.401 0.052
```

x | This record from the OMol25 dataset describes a 2-piece molecular cluster, C3H9S overall. The level of theory is ωB97M-V/def2-TZVPD.

Computed properties:
**HOMO-LUMO gap**: 6.27 eV
**Total charge**: -1
**E_HOMO**: -2.4 eV

Structure (XYZ):
```
13
Properties=species:S:1:pos:R:3:lowdin_charge:R:1
S -2.431 1.776 -1.704 -0.262
H -1.739 0.754 -2.027 -0.534
C 0.328 0.181 -0.924 -0.182
C 0.941 0.082 0.617 -0.299
C 0.040 -0.845 1.429 -0.173
H 0.890 0.945 -1.615 0.094
H 0.482 -0.697 -1.507 0.026
H -0.732 0.315 -0.662 -0.057
H 1.981 -0.238 0.447 0.077
H 0.762 1.143 0.905 0.094
H 0.137 -1.916 1.081 0.069
H -1.037 -0.566 1.423 0.074
H 0.379 -0.935 2.535 0.073
```

Relative stability in kJ/mol, measured from the most stable structure: w 0.0; x 83.0

w | This record from the OMol25 dataset describes a 2-piece molecular cluster, C2H9NS overall. The level of theory is ωB97M-V/def2-TZVPD.

Computed properties:
**HOMO-LUMO gap**: 9.64 eV
**SMILES string**: CSC.N
**E_HOMO**: -8.7 eV

Structure (XYZ):
```
13
Properties=species:S:1:pos:R:3:lowdin_charge:R:1
C -1.441 -0.297 0.755 -0.332
S -0.066 1.032 0.519 0.682
C 1.149 0.302 1.714 -0.403
H -2.203 -0.183 -0.021 0.031
H -0.921 -1.170 0.435 0.006
H -1.803 -0.337 1.776 0.028
H 2.121 0.828 1.788 0.043
H 1.408 -0.720 1.550 0.020
H 0.485 0.471 2.574 0.014
N 0.502 -0.306 -2.750 0.003
H -0.379 -0.372 -3.205 -0.014
H 0.338 0.254 -1.887 -0.063
H 0.810 0.498 -3.248 -0.015
```

x | This record from the OMol25 dataset describes a 3-piece molecular cluster, C2H9NS overall. The level of theory is ωB97M-V/def2-TZVPD.

Computed properties:
**HOMO-LUMO gap**: 9.89 eV
**SMILES string**: [H][H].C1CS1.N
**E_HOMO**: -9.1 eV

Structure (XYZ):
```
13
Properties=species:S:1:pos:R:3:lowdin_charge:R:1
H 2.228 1.003 -3.418 0.017
H 2.650 0.909 -2.795 0.005
C 0.784 -1.209 0.740 -0.328
C 0.966 0.262 0.248 -0.494
S 0.448 0.221 2.042 0.697
H -0.121 -1.631 0.555 -0.008
H 1.714 -1.882 0.787 0.100
H 0.348 0.777 -0.481 0.056
H 1.887 0.440 -0.180 0.011
N -2.715 -0.012 0.403 -0.002
H -1.968 0.143 1.122 -0.051
H -3.547 0.117 1.019 0.025
H -2.674 0.863 -0.043 -0.029
```

Relative stability in kJ/mol, measured from the most stable structure: w 0.0; x 163.5

w | This record from the OMol25 dataset describes a 2-piece molecular cluster, C2H9NS overall. The level of theory is ωB97M-V/def2-TZVPD.

Computed properties:
**HOMO-LUMO gap**: 9.42 eV
**SMILES string**: CN.CS
**E_HOMO**: -8.5 eV

Structure (XYZ):
```
13
Properties=species:S:1:pos:R:3:lowdin_charge:R:1
C -1.730 0.183 1.445 -0.174
N -0.258 0.503 1.427 -0.084
H -2.152 0.428 2.417 0.058
H -2.221 0.760 0.636 0.073
H -1.866 -0.892 1.314 0.064
H -0.264 1.236 2.138 0.056
H 0.182 -0.221 2.000 0.060
C 1.648 -0.738 -2.134 -0.452
S 1.194 1.025 -1.788 0.592
H 2.659 -0.872 -1.785 0.009
H 0.844 -1.322 -1.688 0.020
H 1.594 -0.868 -3.209 0.009
H 0.371 0.779 -0.774 -0.232
```

x | This record from the OMol25 dataset describes a 2-piece molecular cluster, C2H9NS overall. The level of theory is ωB97M-V/def2-TZVPD.

Computed properties:
**HOMO-LUMO gap**: 5.44 eV
**E_HOMO**: -5.9 eV

Structure (XYZ):
```
13
Properties=species:S:1:pos:R:3:lowdin_charge:R:1
S 3.587 1.308 -0.211 -0.255
H 3.661 0.715 -1.363 -0.536
C -1.079 -1.378 0.286 -0.019
N -0.409 -0.260 -0.427 -0.038
C -0.472 1.031 0.360 -0.033
H -1.444 -2.093 -0.439 0.095
H -0.455 -1.828 1.052 0.106
H -1.928 -1.014 0.876 0.100
H -0.785 -0.082 -1.355 0.170
H 0.631 -0.323 -0.474 0.140
H -1.457 1.445 0.571 0.099
H 0.181 1.713 -0.187 0.075
H -0.031 0.766 1.312 0.096
```

Relative stability in kJ/mol, measured from the most stable structure: w 0.0; x 189.1

w | This record from the OMol25 dataset describes a 3-piece molecular cluster, C2H9NS overall. The level of theory is ωB97M-V/def2-TZVPD.

Computed properties:
**HOMO-LUMO gap**: 9.93 eV
**SMILES string**: [H][H].C1CS1.N
**E_HOMO**: -8.9 eV

Structure (XYZ):
```
13
Properties=species:S:1:pos:R:3:lowdin_charge:R:1
H -0.021 0.176 -3.784 0.024
H -0.009 0.289 -3.042 0.003
C 1.794 -0.903 0.631 -0.447
C 0.760 -0.033 0.018 -0.529
S 0.982 0.265 1.829 0.720
H 1.779 -1.860 0.975 0.019
H 2.819 -0.610 0.229 0.095
H -0.157 -0.533 -0.501 0.093
H 0.986 0.987 -0.440 0.082
N -2.204 0.777 0.789 0.005
H -1.407 0.181 1.017 -0.083
H -2.850 -0.057 0.721 0.041
H -2.471 1.319 1.557 -0.022
```

x | This record from the OMol25 dataset describes a 3-piece molecular cluster, C2H9NS overall. The level of theory is ωB97M-V/def2-TZVPD.

Computed properties:
**HOMO-LUMO gap**: 9.41 eV
**SMILES string**: [H][H].C1CS1.N
**E_HOMO**: -8.5 eV

Structure (XYZ):
```
13
Properties=species:S:1:pos:R:3:lowdin_charge:R:1
H 0.135 -2.965 3.497 0.027
H -0.149 -2.589 2.964 0.010
C 0.536 -0.075 0.933 -0.570
C 0.223 -1.040 -0.103 -0.418
S -1.189 0.020 0.537 0.712
H 0.933 0.830 0.649 0.012
H 0.593 -0.222 1.971 0.035
H 0.388 -0.800 -1.131 0.020
H 0.388 -2.117 0.236 0.094
N 1.177 1.355 -2.162 0.002
H 2.235 1.040 -2.063 0.091
H 0.814 1.656 -3.044 -0.004
H 0.891 2.049 -1.507 -0.012
```

Relative stability in kJ/mol, measured from the most stable structure: w 18.2; x 0.0

w | This record from the OMol25 dataset describes a 8-piece molecular cluster, H16O8 overall. The level of theory is ωB97M-V/def2-TZVPD.

Computed properties:
**HOMO-LUMO gap**: 10.56 eV
**SMILES string**: O.O.O.O.O.O.O.O
**E_HOMO**: -10.8 eV

Structure (XYZ):
```
24
Properties=species:S:1:pos:R:3:lowdin_charge:R:1
O -3.179 4.048 -24.674 -0.024
H -2.694 4.763 -25.093 0.083
H -3.826 4.408 -24.072 0.071
O 0.848 3.733 -25.469 -0.090
H -0.009 3.367 -25.785 0.012
H 0.783 4.636 -25.086 0.067
O -4.813 0.975 -25.165 -0.026
H -5.695 0.642 -25.076 0.027
H -4.940 1.720 -25.695 -0.040
O -1.080 2.694 -22.679 -0.051
H -1.301 3.593 -22.816 -0.013
H -0.759 2.349 -23.533 0.019
O 1.694 1.114 -26.175 -0.068
H 2.643 0.944 -26.135 0.048
H 1.497 2.033 -25.864 0.016
O -5.746 3.611 -25.675 -0.043
H -4.835 3.871 -25.464 -0.003
H -6.250 3.770 -24.896 0.033
O -0.811 -0.303 -26.752 -0.052
H 0.116 -0.005 -26.782 0.016
H -0.769 -1.238 -26.596 0.035
O -1.346 2.174 -25.605 -0.028
H -1.632 1.365 -26.000 0.027
H -2.117 2.643 -25.372 -0.014
```

x | This record from the OMol25 dataset describes a 8-piece molecular cluster, H16O8 overall. The level of theory is ωB97M-V/def2-TZVPD.

Computed properties:
**HOMO-LUMO gap**: 10.35 eV
**SMILES string**: O.O.O.O.O.O.O.O
**E_HOMO**: -10.6 eV

Structure (XYZ):
```
24
Properties=species:S:1:pos:R:3:lowdin_charge:R:1
O 0.128 -0.773 -0.321 -0.018
H 0.574 -0.728 -1.117 -0.015
H 0.712 -0.239 0.270 0.052
O -2.643 -2.155 0.535 -0.060
H -2.676 -1.829 1.478 0.065
H -1.813 -1.786 0.364 -0.049
O 0.689 2.033 -0.823 -0.074
H 1.400 1.415 -0.828 -0.051
H 0.481 2.283 0.124 0.076
O 0.367 -1.150 3.864 -0.007
H 0.916 -1.612 4.518 0.061
H 0.863 -0.409 3.817 -0.072
O 2.491 0.720 -2.436 -0.091
H 2.593 1.605 -2.838 0.056
H 3.049 0.901 -1.583 0.099
O -1.169 2.922 -2.766 -0.098
H -1.818 3.721 -2.707 0.089
H -0.872 2.828 -3.670 0.015
O -1.722 -3.838 -2.724 -0.032
H -2.588 -4.125 -2.325 0.073
H -1.976 -3.231 -3.329 -0.041
O 1.666 1.836 4.606 -0.069
H 1.227 1.694 3.691 0.077
H 1.473 2.757 4.657 0.013
```

Relative stability in kJ/mol, measured from the most stable structure: w 0.0; x 212.6